# 1
Formula: C29H27N4O2PPtS
Source: the Open Molecules 2025 dataset
Level of theory: wB97M-V/def2-TZVPD

Geometry as XYZ:
```
65
Properties=species:S:1:pos:R:3:nbo_charge:R:1
Pt -0.6788 0.4148 0.5273 0.906
C -4.9715 4.2911 -0.7437 -0.619
C -3.9223 4.0205 -1.8162 -0.207
N -2.5918 3.9058 -1.2499 -0.606
C -2.2129 2.7944 -0.5724 0.264
S -0.4896 2.4200 -0.6467 -0.123
N -3.0602 2.0482 0.0586 -0.393
N -2.5795 0.9593 0.6476 -0.388
C -3.3820 0.1899 1.4052 0.240
C -4.7905 0.6301 1.6347 -0.663
C -2.8003 -0.9914 1.8925 0.080
C -3.5069 -2.0428 2.5291 -0.206
C -2.8536 -3.1785 2.9129 -0.183
C -1.4615 -3.2769 2.7073 -0.288
C -0.8153 -2.2305 2.0931 0.059
N -1.4353 -1.1311 1.6702 -0.517
H -5.9606 4.3416 -1.1948 0.204
H -4.7546 5.2259 -0.2315 0.207
H -4.9607 3.4814 -0.0201 0.231
H -3.9060 4.8325 -2.5447 0.199
H -4.1774 3.0905 -2.3390 0.183
H -1.8338 4.3400 -1.7548 0.399
H -4.8083 1.7091 1.7812 0.251
H -5.2248 0.1444 2.5008 0.221
H -5.3951 0.4085 0.7522 0.235
H -4.5748 -1.9519 2.6571 0.221
H -3.3940 -4.0000 3.3578 0.220
H -0.9164 -4.1529 3.0179 0.225
H 0.2572 -2.2660 1.9300 0.216
O 2.9295 2.1100 2.7064 -0.655
C 2.1534 1.2280 2.3754 0.766
O 0.9186 1.2439 2.2218 -0.703
C 2.8367 -0.1553 2.1545 -0.099
C 3.7661 -0.5478 3.1057 -0.181
C 4.4119 -1.7638 2.9737 -0.187
C 4.1706 -2.5662 1.8706 -0.243
C 3.2757 -2.1565 0.8993 -0.136
C 2.5888 -0.9508 1.0390 -0.424
P 1.3678 -0.4196 -0.2050 1.082
C 2.2255 0.8358 -1.2009 -0.408
C 1.6603 1.1425 -2.4411 -0.185
C 2.2007 2.1395 -3.2258 -0.219
C 3.2981 2.8573 -2.7671 -0.189
C 3.8571 2.5590 -1.5377 -0.223
C 3.3350 1.5418 -0.7546 -0.120
C 1.3409 -1.8215 -1.3828 -0.387
C 0.4262 -2.8551 -1.1982 -0.191
C 0.4290 -3.9469 -2.0490 -0.200
C 1.3173 -3.9991 -3.1114 -0.194
C 2.2111 -2.9603 -3.3165 -0.228
C 2.2367 -1.8847 -2.4486 -0.132
H 3.9754 0.1110 3.9380 0.239
H 5.1175 -2.0767 3.7263 0.214
H 4.6833 -3.5112 1.7611 0.215
H 3.1192 -2.7699 0.0254 0.211
H 0.7880 0.5943 -2.7780 0.225
H 1.7590 2.3761 -4.1848 0.216
H 3.7108 3.6497 -3.3742 0.215
H 4.6983 3.1313 -1.1725 0.222
H 3.7874 1.3108 0.1980 0.231
H -0.2881 -2.7976 -0.3858 0.222
H -0.2667 -4.7574 -1.8855 0.218
H 1.3135 -4.8441 -3.7833 0.218
H 2.8950 -2.9846 -4.1526 0.219
H 2.9519 -1.0882 -2.6013 0.223
```

Computed properties:
Energy above the lowest of the compared OMol25 structures with the same formula, charge and spin ... 0.2 kcal per mole
Gap between HOMO and LUMO (alpha / beta) ... 6.2 / 5.4 eV
DFT total energy ... -63937.2430 eV
Multiplicity ... 3
E_HOMO (alpha / beta) ... -6.0 / -7.8 eV

# 2
Formula: C6H14N2O
Source: the Open Molecules 2025 dataset
Level of theory: wB97M-V/def2-TZVPD

Geometry as XYZ:
```
23
Properties=species:S:1:pos:R:3:nbo_charge:R:1
H 2.3303 0.9715 0.1430 0.400
N 1.9927 0.0070 0.4997 -0.732
C 0.8537 -0.2958 0.1309 0.526
C 0.1204 0.4928 -1.3752 -0.545
C -1.3577 0.8361 -1.3144 -0.646
N -0.0490 -1.0943 0.7485 -0.480
C 0.2396 -1.4346 2.1371 -0.402
C -0.8452 -2.0860 0.0472 -0.399
H 0.2481 -0.4605 -1.8972 0.217
H 0.7247 1.1165 -2.0318 0.232
H -1.6707 0.9562 -0.2746 0.211
H -1.5669 1.7757 -1.8328 0.212
H -1.9962 0.0664 -1.7581 0.211
H 0.8856 -2.3166 2.2072 0.187
H 0.7608 -0.6008 2.6000 0.229
H -0.7022 -1.6342 2.6501 0.192
H -0.9318 -1.8598 -1.0089 0.211
H -1.8412 -2.1267 0.4872 0.198
H -0.3894 -3.0757 0.1411 0.188
C 0.7674 2.6280 -0.1087 0.280
O 1.9981 2.5528 -0.1737 -0.558
H 0.1817 3.1776 -0.8575 0.133
H 0.2471 2.4044 0.8411 0.136
```

Computed properties:
Energy above the lowest of the compared OMol25 structures with the same formula, charge and spin ... 96.6 kcal per mole
Gap between HOMO and LUMO ... 9.0 eV
DFT total energy ... -11473.5793 eV
Multiplicity ... 1
Structure (SMILES) ... [H]/N=C(\CC)N(C)C.C=O
E_HOMO ... -8.5 eV